{
  "formula": "C47H38GeMnN3P",
  "method": "ωB97M-V with the def2-TZVPD basis set",
  "spin_multiplicity": 6,
  "total_charge": 2,
  "orbital_gap_ha": [0.247, 0.188],
  "largest_force_ev_per_a": 1.93,
  "energy_ha": -5546.91118,
  "e_homo_ev": [-13.319, -13.346],
  "symbols": ["Mn", "C", "C", "N", "C", "C", "C", "C", "C", "C", "C", "C", "C", "N", "C", "H", "H", "H", "H", "H", "H", "H", "H", "C", "Ge", "C", "C", "C", "C", "C", "C", "C", "C", "C", "C", "C", "C", "C", "C", "C", "C", "H", "H", "H", "H", "H", "H", "H", "H", "H", "H", "H", "H", "H", "H", "H", "N", "P", "C", "C", "C", "C", "C", "C", "C", "C", "C", "C", "C", "C", "C", "C", "C", "C", "C", "C", "H", "H", "H", "H", "H", "H", "H", "H", "H", "H", "H", "H", "H", "H", "H"],
  "xyz": [[-0.08, -0.01, 0.20], [4.17, -0.42, -0.40], [2.80, -0.47, -0.61], [1.91, -0.29, 0.37], [2.38, -0.13, 1.66], [3.73, -0.06, 1.94], [4.64, -0.17, 0.85], [4.17, 0.10, 3.31], [3.27, 0.18, 4.31], [1.85, 0.13, 4.03], [0.86, 0.27, 5.03], [-0.45, 0.28, 4.68], [-0.80, 0.12, 3.33], [0.09, -0.04, 2.39], [1.41, -0.01, 2.73], [4.85, -0.55, -1.25], [2.40, -0.66, -1.59], [5.71, -0.08, 1.04], [5.24, 0.15, 3.52], [3.60, 0.29, 5.34], [1.17, 0.37, 6.07], [-1.24, 0.41, 5.43], [-1.84, 0.13, 3.01], [-0.90, 3.29, 1.45], [-0.14, 2.54, -0.14], [-1.12, 3.04, -1.69], [-1.34, 4.41, -1.88], [-2.07, 4.84, -2.98], [-2.59, 3.92, -3.89], [-2.37, 2.55, -3.70], [-1.64, 2.11, -2.60], [1.65, 3.14, -0.28], [2.14, 3.91, 0.78], [3.41, 4.47, 0.75], [4.25, 4.19, -0.31], [3.84, 3.37, -1.40], [4.72, 3.09, -2.47], [4.32, 2.34, -3.54], [2.99, 1.85, -3.58], [2.12, 2.09, -2.54], [2.52, 2.85, -1.42], [-0.96, 4.37, 1.32], [-0.31, 3.06, 2.34], [-1.91, 2.88, 1.59], [-0.94, 5.14, -1.18], [-2.23, 5.91, -3.14], [-3.16, 4.26, -4.74], [-2.78, 1.83, -4.41], [-1.51, 1.05, -2.44], [1.50, 4.11, 1.64], [3.75, 5.11, 1.56], [5.26, 4.61, -0.32], [5.74, 3.50, -2.44], [5.00, 2.13, -4.36], [2.66, 1.28, -4.45], [1.12, 1.69, -2.59], [-1.82, 0.00, -0.10], [-3.40, 0.08, -0.10], [-4.07, -0.26, -1.72], [-5.31, 0.26, -2.14], [-5.83, -0.10, -3.39], [-5.13, -0.98, -4.20], [-3.91, -1.51, -3.79], [-3.38, -1.15, -2.55], [-4.08, -1.14, 1.03], [-3.25, -2.04, 1.68], [-3.79, -2.97, 2.57], [-5.16, -3.00, 2.79], [-6.00, -2.12, 2.12], [-5.47, -1.19, 1.23], [-4.01, 1.67, 0.45], [-4.29, 1.87, 1.80], [-4.66, 3.13, 2.27], [-4.75, 4.19, 1.38], [-4.48, 4.01, 0.03], [-4.11, 2.75, -0.44], [-5.86, 0.95, -1.51], [-6.78, 0.32, -3.72], [-5.55, -1.26, -5.17], [-3.38, -2.21, -4.43], [-2.44, -1.55, -2.23], [-2.19, -2.02, 1.49], [-3.14, -3.68, 3.08], [-5.58, -3.73, 3.49], [-7.08, -2.15, 2.29], [-6.13, -0.50, 0.70], [-4.26, 1.03, 2.50], [-4.89, 3.27, 3.32], [-5.04, 5.18, 1.75], [-4.56, 4.84, -0.66], [-3.90, 2.61, -1.50]]
}



{
  "formula": "C47H40FNO16SSi",
  "method": "ωB97M-V with the def2-TZVPD basis set",
  "spin_multiplicity": 1,
  "total_charge": 0,
  "orbital_gap_ha": 0.302,
  "largest_force_ev_per_a": 2.64,
  "energy_ha": -3860.87854,
  "e_homo_ev": -9.822,
  "symbols": ["C", "C", "N", "Si", "C", "C", "C", "S", "O", "O", "F", "H", "H", "H", "H", "H", "H", "H", "H", "H", "H", "H", "H", "C", "C", "C", "O", "C", "C", "C", "O", "H", "H", "H", "H", "C", "C", "C", "O", "C", "C", "C", "O", "H", "H", "H", "H", "C", "C", "C", "O", "C", "C", "C", "O", "H", "H", "H", "H", "C", "C", "C", "O", "C", "C", "C", "O", "H", "H", "H", "H", "C", "C", "C", "O", "C", "C", "C", "O", "H", "H", "H", "H", "C", "C", "C", "O", "C", "C", "C", "O", "H", "H", "H", "H", "C", "C", "C", "O", "C", "C", "C", "O", "H", "H", "H", "H"],
  "xyz": [[3.52, 3.78, 3.98], [3.59, 2.94, 3.00], [4.70, 2.88, 2.11], [4.84, 4.33, 1.03], [6.48, 4.12, 0.07], [4.93, 5.98, 1.96], [3.47, 4.50, -0.24], [4.80, 1.43, 1.32], [4.16, 0.39, 2.04], [4.35, 1.44, -0.03], [6.37, 1.06, 1.35], [2.59, 4.09, 4.43], [4.44, 4.17, 4.41], [2.78, 2.23, 2.91], [6.40, 4.77, -0.81], [6.58, 3.08, -0.27], [7.30, 4.41, 0.73], [3.94, 6.24, 2.36], [5.20, 6.78, 1.27], [5.63, 5.88, 2.80], [3.96, 4.80, -1.21], [2.91, 3.59, -0.46], [2.83, 5.34, 0.05], [3.51, 1.54, -2.86], [3.22, 0.45, -3.55], [2.86, 0.51, -4.98], [2.59, -0.49, -5.60], [2.84, 1.85, -5.62], [3.13, 2.95, -4.94], [3.49, 2.88, -3.50], [3.76, 3.87, -2.86], [3.77, 1.51, -1.79], [3.23, -0.54, -3.10], [2.57, 1.87, -6.67], [3.12, 3.93, -5.39], [0.09, -3.52, -5.89], [0.13, -2.51, -5.03], [-0.56, -2.58, -3.72], [-0.53, -1.65, -2.94], [-1.29, -3.83, -3.40], [-1.33, -4.85, -4.26], [-0.64, -4.77, -5.57], [-0.67, -5.70, -6.34], [0.60, -3.49, -6.84], [0.66, -1.59, -5.24], [-1.79, -3.87, -2.44], [-1.86, -5.76, -4.04], [-0.57, 5.10, -1.76], [-1.37, 5.00, -2.82], [-1.80, 3.68, -3.33], [-2.52, 3.59, -4.29], [-1.32, 2.48, -2.62], [-0.52, 2.57, -1.56], [-0.08, 3.89, -1.05], [0.65, 4.00, -0.08], [-0.24, 6.05, -1.37], [-1.73, 5.87, -3.35], [-1.65, 1.52, -3.01], [-0.16, 1.70, -1.02], [-1.57, -7.16, -0.30], [-1.59, -7.16, 1.03], [-0.48, -6.56, 1.81], [-0.50, -6.57, 3.02], [0.64, -5.96, 1.07], [0.66, -5.96, -0.26], [-0.44, -6.56, -1.05], [-0.41, -6.54, -2.26], [-2.37, -7.59, -0.89], [-2.40, -7.59, 1.60], [1.44, -5.53, 1.66], [1.48, -5.52, -0.82], [-5.09, -4.84, 4.01], [-5.01, -4.04, 5.07], [-3.85, -3.13, 5.26], [-3.78, -2.40, 6.23], [-2.80, -3.14, 4.23], [-2.88, -3.94, 3.17], [-4.03, -4.85, 2.98], [-4.09, -5.56, 2.00], [-5.92, -5.51, 3.85], [-5.78, -4.02, 5.84], [-1.96, -2.47, 4.38], [-2.11, -3.96, 2.41], [0.30, 1.42, 3.76], [0.05, 2.71, 3.95], [-1.02, 3.16, 4.87], [-1.25, 4.33, 5.03], [-1.81, 2.12, 5.57], [-1.56, 0.82, 5.38], [-0.48, 0.38, 4.46], [-0.25, -0.80, 4.29], [1.08, 1.07, 3.09], [0.62, 3.49, 3.44], [-2.59, 2.47, 6.23], [-2.12, 0.05, 5.88], [-5.90, 0.90, -1.04], [-6.61, -0.02, -0.41], [-6.06, -1.37, -0.15], [-6.72, -2.21, 0.42], [-4.69, -1.66, -0.62], [-3.97, -0.73, -1.25], [-4.52, 0.62, -1.51], [-3.88, 1.46, -2.08], [-6.28, 1.89, -1.25], [-7.62, 0.16, -0.07], [-4.30, -2.65, -0.41], [-2.96, -0.92, -1.60]]
}



{
  "formula": "C47H41BrGaNO7P2",
  "method": "ωB97M-V with the def2-TZVPD basis set",
  "spin_multiplicity": 1,
  "total_charge": 0,
  "orbital_gap_ha": [0.221, 0.212],
  "largest_force_ev_per_a": 1.84,
  "energy_ha": -7578.47696,
  "e_homo_ev": [-7.366, -7.325],
  "de_lowest_kcal_mol": 146.4,
  "symbols": ["Ga", "O", "C", "O", "C", "C", "C", "C", "C", "O", "C", "C", "O", "O", "H", "H", "H", "H", "H", "H", "H", "H", "C", "N", "C", "P", "C", "C", "C", "C", "C", "C", "C", "C", "C", "C", "C", "C", "C", "C", "C", "C", "C", "C", "P", "C", "C", "C", "C", "C", "C", "C", "C", "C", "C", "C", "C", "H", "H", "H", "H", "H", "H", "H", "H", "H", "H", "H", "H", "H", "H", "H", "H", "H", "H", "H", "H", "H", "H", "H", "H", "H", "H", "H", "H", "H", "Br", "C", "C", "C", "C", "C", "C", "C", "O", "O", "H", "H", "H", "H"],
  "xyz": [[-0.19, -1.28, 0.19], [1.88, -2.46, -2.77], [1.87, -2.07, -1.62], [1.08, -2.50, -0.65], [2.91, -1.02, -1.16], [3.06, -1.12, 0.37], [4.33, -0.42, 0.85], [3.95, 1.06, 0.66], [2.50, 0.94, 0.17], [2.01, -0.23, 0.82], [2.50, 0.49, -1.34], [1.12, 0.70, -1.89], [0.56, 2.81, -0.96], [0.31, -0.19, -1.81], [3.83, -1.23, -1.70], [2.90, -2.12, 0.77], [4.52, -0.66, 1.90], [5.20, -0.72, 0.26], [3.98, 1.62, 1.59], [4.59, 1.57, -0.07], [1.87, 1.78, 0.41], [3.22, 1.06, -1.93], [-2.88, 3.03, -0.82], [-2.10, 3.78, 0.13], [-1.96, 3.25, 1.47], [-0.92, 1.66, 1.71], [-1.64, 1.23, 3.33], [-1.18, 1.70, 4.56], [-1.86, 1.38, 5.73], [-2.99, 0.58, 5.69], [-3.45, 0.10, 4.47], [-2.78, 0.43, 3.30], [0.73, 2.30, 2.14], [1.61, 1.42, 2.79], [2.92, 1.80, 3.04], [3.38, 3.05, 2.64], [2.52, 3.92, 1.98], [1.21, 3.55, 1.72], [-1.48, 4.98, -0.25], [-1.29, 6.02, 0.67], [-0.74, 7.22, 0.27], [-0.37, 7.44, -1.05], [-0.55, 6.41, -1.97], [-1.09, 5.20, -1.58], [-2.03, 1.48, -1.50], [-0.85, 2.12, -2.73], [0.59, 2.19, -2.26], [1.53, 2.81, -3.22], [1.20, 2.93, -4.53], [-0.11, 2.64, -4.99], [-1.11, 2.26, -4.08], [-3.33, 0.67, -2.49], [-4.69, 0.77, -2.19], [-5.63, 0.00, -2.85], [-5.23, -0.91, -3.82], [-3.88, -1.05, -4.11], [-2.94, -0.28, -3.45], [-3.17, 3.66, -1.66], [-3.78, 2.64, -0.34], [-2.93, 2.99, 1.89], [-1.49, 3.99, 2.11], [-0.29, 2.32, 4.60], [-1.49, 1.75, 6.68], [-3.51, 0.33, 6.60], [-4.34, -0.53, 4.43], [-3.13, 0.04, 2.35], [1.26, 0.44, 3.09], [3.59, 1.10, 3.53], [4.40, 3.35, 2.85], [2.87, 4.89, 1.66], [0.56, 4.22, 1.17], [-1.59, 5.90, 1.70], [-0.61, 8.01, 1.00], [0.04, 8.39, -1.36], [-0.26, 6.55, -3.00], [-1.20, 4.41, -2.30], [1.30, 3.42, -0.88], [2.50, 3.13, -2.85], [1.93, 3.32, -5.23], [-0.36, 2.78, -6.03], [-2.13, 2.15, -4.42], [-5.03, 1.46, -1.43], [-6.68, 0.08, -2.60], [-5.96, -1.52, -4.33], [-3.55, -1.78, -4.84], [-1.89, -0.42, -3.67], [0.78, -3.28, 5.93], [0.96, -4.39, 4.41], [1.22, -5.73, 4.63], [1.34, -6.60, 3.56], [1.20, -6.14, 2.27], [0.91, -4.80, 2.04], [0.80, -3.91, 3.11], [0.55, -2.46, 2.77], [1.11, -1.55, 3.35], [-0.30, -2.30, 1.78], [1.32, -6.09, 5.65], [1.56, -7.65, 3.75], [1.29, -6.82, 1.43], [0.79, -4.42, 1.04]]
}